[1]
{
  "formula": "C2H4N2O3",
  "method": "ωB97M-V/def2-TZVPD",
  "symbols": ["C", "C", "H", "H", "H", "H", "N", "N", "O", "O", "O"],
  "xyz": [[1.12906, -0.12763, -0.14737], [0.21832, -1.27837, 0.51063], [-0.69856, 1.11987, 1.39208], [1.09665, 2.03842, -0.50046], [0.88240, -2.17699, 1.14656], [-2.54243, -0.15948, -0.94625], [0.69252, 1.18974, -0.12504], [-1.00409, -1.31914, 0.09835], [-0.53488, 1.67526, 0.15963], [2.05286, -0.58090, -0.63517], [-1.29185, -0.38077, -0.95294]],
  "nbo_charge": [0.610, -0.085, 0.420, 0.397, 0.260, 0.488, -0.359, -0.142, -0.478, -0.552, -0.557],
  "orbital_gap_ev": 9.07,
  "total_energy_ha": -413.53808,
  "multiplicity": 1,
  "total_charge": 0,
  "homo_energy_ha": -0.34243
}

***

[2]
{
  "formula": "C2H4N2O3",
  "method": "ωB97M-V/def2-TZVPD",
  "symbols": ["C", "C", "N", "N", "O", "O", "O", "H", "H", "H", "H"],
  "xyz": [[0.10567, 1.20874, -0.82333], [-0.56362, 0.22895, 0.78382], [0.35810, -0.15330, -0.35339], [0.48845, -1.35579, -1.06301], [0.33796, 1.85507, -1.79190], [-0.60038, 1.54146, 0.24745], [-0.02763, 0.18948, 2.03892], [-1.47006, -0.20093, 0.59566], [-0.45506, -1.73752, -1.24152], [0.87820, -1.95294, -0.36445], [0.94837, 0.37678, 1.97174]],
  "nbo_charge": [0.869, 0.485, -0.378, -0.594, -0.553, -0.489, -0.680, 0.155, 0.334, 0.355, 0.496],
  "orbital_gap_ev": 10.89,
  "total_energy_ha": -413.79614,
  "multiplicity": 1,
  "total_charge": 0,
  "homo_energy_ha": -0.38166
}

***

[3]
{
  "formula": "C2H4N2O3",
  "method": "ωB97M-V/def2-TZVPD",
  "symbols": ["C", "N", "O", "O", "H", "H", "H", "N", "C", "O", "H"],
  "xyz": [[0.90450, 0.89309, 0.63951], [1.16615, -0.14514, -0.09704], [0.41188, -1.12964, -0.25453], [2.36894, -0.29010, -0.74560], [-0.05106, 0.93123, 0.96518], [1.62780, 1.78119, 0.93629], [2.48045, -0.91114, -1.40377], [-2.98737, 0.75677, -0.97096], [-2.57464, 0.08183, -0.13328], [-2.08013, -0.75278, 0.70166], [-1.26653, -1.21532, 0.36253]],
  "nbo_charge": [-0.204, 0.382, -0.551, -0.544, 0.212, 0.235, 0.507, -0.442, 0.545, -0.685, 0.545],
  "orbital_gap_ev": 10.40,
  "smiles": "C=[N+]([O-])O.N#CO",
  "total_energy_ha": -413.66447,
  "multiplicity": 1,
  "total_charge": 0,
  "homo_energy_ha": -0.37504
}

***

[4]
{
  "formula": "C2H4N2O3S",
  "method": "ωB97M-V/def2-TZVPD",
  "symbols": ["O", "C", "N", "O", "H", "C", "S", "N", "O", "H", "H", "H"],
  "xyz": [[1.82919, -0.13968, -2.10095], [1.52202, -0.77006, -1.14996], [1.00778, -1.49283, -0.33930], [0.75184, -1.66202, 1.00519], [1.13092, -1.05203, 1.65913], [-1.74726, 0.33027, -0.02651], [-0.87222, 1.86447, 0.01917], [0.62722, 1.10461, 0.33471], [1.59689, 1.70148, 0.74263], [-2.84700, 0.67527, -0.01679], [-1.56352, -0.32958, 0.87722], [-1.43585, -0.22990, -1.00452]],
  "nbo_charge": [-0.517, 0.805, -0.259, -0.516, 0.490, -0.803, 0.440, -0.089, -0.301, 0.247, 0.253, 0.250],
  "orbital_gap_ev": [8.79, 8.79],
  "smiles": "O=C=NO.CSN=O",
  "total_energy_ha": -811.83184,
  "multiplicity": 1,
  "total_charge": 0,
  "homo_energy_ha": [-0.34366, -0.34365]
}

***

[5]
{
  "formula": "C2H4N2O3S",
  "method": "ωB97M-V/def2-TZVPD",
  "symbols": ["N", "C", "N", "S", "O", "O", "C", "O", "H", "H", "H", "H"],
  "xyz": [[1.73498, 1.30598, -0.31309], [0.76035, 0.50169, -0.04959], [-0.46735, 1.11749, 0.20686], [-1.64121, -0.03652, 0.05433], [-2.49118, -0.06968, 1.18205], [-2.18268, 0.05897, -1.28992], [-0.32525, -1.48716, 0.13785], [0.86547, -0.78100, -0.13729], [1.61264, 2.25981, 0.07428], [2.61599, 1.04907, -0.66379], [-0.19007, -2.36909, -0.45042], [-0.29169, -1.54955, 1.24872]],
  "nbo_charge": [-0.772, 0.737, -0.858, 2.230, -0.911, -0.922, -0.324, -0.465, 0.432, 0.412, 0.234, 0.208],
  "orbital_gap_ev": 10.02,
  "smiles": "NC1=NS(=O)(=O)CO1",
  "total_energy_ha": -811.97931,
  "multiplicity": 1,
  "total_charge": 0,
  "homo_energy_ha": -0.35420
}

***

[6]
{
  "formula": "C2H4N2O4",
  "method": "ωB97M-V/def2-TZVPD",
  "symbols": ["O", "N", "C", "O", "C", "O", "N", "O", "H", "H", "H", "H"],
  "xyz": [[-0.58067, 1.86265, -0.75134], [0.57141, 1.63027, -0.49012], [0.79573, 0.43727, 0.38605], [2.12291, 0.26266, 0.54738], [0.19267, -0.83312, -0.22966], [0.87786, -1.68072, -0.75746], [-1.16737, -0.87303, -0.23120], [-1.87208, -0.06642, 0.65873], [0.29971, 0.66249, 1.33914], [2.40533, -0.34604, -0.16920], [-1.57225, -1.79092, -0.40813], [-2.07326, 0.73490, 0.10581]],
  "nbo_charge": [-0.297, 0.184, 0.034, -0.674, 0.616, -0.586, -0.334, -0.546, 0.221, 0.496, 0.393, 0.493],
  "orbital_gap_ev": 8.95,
  "smiles": "O=N[C@H](O)C(=O)NO",
  "total_energy_ha": -488.95246,
  "multiplicity": 1,
  "total_charge": 0,
  "homo_energy_ha": -0.35839
}

***

[7]
{
  "formula": "C2H4N2O4S",
  "method": "ωB97M-V/def2-TZVPD",
  "symbols": ["C", "C", "N", "N", "O", "O", "O", "O", "S", "H", "H", "H", "H"],
  "xyz": [[-1.80377, -0.35848, -0.75275], [-0.76985, 0.20844, -0.14943], [1.90933, -0.60886, 0.62607], [-0.85204, 1.01843, 0.99134], [-1.96024, 1.49514, 1.26880], [0.14821, 1.25204, 1.59325], [1.21153, -1.48879, -1.66347], [1.85033, 0.95703, -1.28978], [1.24260, -0.28121, -0.87105], [-1.65379, -0.85372, -1.59620], [-2.87177, -0.22069, -0.59275], [1.75116, 0.27251, 1.17830], [1.79831, -1.39186, 1.25768]],
  "nbo_charge": [-0.436, -0.087, -1.080, 0.261, -0.030, -0.409, -0.864, -0.867, 2.227, 0.212, 0.222, 0.429, 0.421],
  "orbital_gap_ev": [8.33, 6.51],
  "total_energy_ha": -886.94719,
  "multiplicity": 3,
  "s_squared": 2.026,
  "total_charge": 0,
  "homo_energy_ha": [-0.30008, -0.39873]
}

***

[8]
{
  "formula": "C2H4N2O5",
  "method": "ωB97M-V/def2-TZVPD",
  "symbols": ["C", "C", "N", "O", "O", "N", "O", "O", "H", "H", "O", "H", "H"],
  "xyz": [[-0.64002, 0.35006, -1.73429], [-1.03409, -0.43828, -0.74792], [-2.06624, -0.04789, 0.21198], [-2.90535, 0.73635, -0.18817], [-1.96424, -0.46541, 1.34207], [-0.37351, -1.72631, -0.54578], [-0.89674, -2.56163, 0.14732], [0.70417, -1.88170, -1.14998], [-1.33811, 1.21282, -1.93439], [0.12736, -0.09123, -2.37656], [0.67432, -0.32270, 1.65434], [0.33011, 0.22890, 2.39692], [0.43200, -1.29228, 1.69469]],
  "nbo_charge": [-0.263, 0.106, 0.509, -0.363, -0.323, 0.499, -0.328, -0.372, 0.261, 0.265, -0.975, 0.492, 0.490],
  "orbital_gap_ev": 9.77,
  "smiles": "C=C([N+](=O)[O-])[N+](=O)[O-].O",
  "total_energy_ha": -564.07237,
  "multiplicity": 1,
  "total_charge": 0,
  "homo_energy_ha": -0.41445
}

***

[9]
{
  "formula": "C2H4N2OS",
  "method": "ωB97M-V/def2-TZVPD",
  "symbols": ["N", "N", "C", "C", "O", "S", "H", "H", "H", "H"],
  "xyz": [[1.37752, 0.36582, -1.38536], [0.64604, 0.31343, -0.27142], [-0.43915, -0.32844, -0.18915], [-1.29523, -0.38173, 1.01262], [-2.30624, -1.03411, 1.01907], [-0.79659, 0.56086, 2.43275], [2.36564, 0.54954, -1.28671], [1.11531, -0.29868, -2.12343], [-0.89133, -0.91312, -1.03989], [0.22403, 1.16643, 1.83151]],
  "nbo_charge": [-0.598, -0.178, -0.110, 0.374, -0.534, -0.013, 0.387, 0.350, 0.172, 0.150],
  "orbital_gap_ev": 9.89,
  "smiles": "N/N=C/C(=O)S",
  "total_energy_ha": -661.50826,
  "multiplicity": 1,
  "total_charge": 0,
  "homo_energy_ha": -0.35407
}

***

[10]
{
  "formula": "C2H4N2OS",
  "method": "ωB97M-V/def2-TZVPD",
  "symbols": ["S", "N", "N", "C", "O", "C", "H", "H", "H", "H"],
  "xyz": [[1.53874, 1.68219, 1.34071], [0.45492, 0.78081, 0.56896], [-0.71085, 1.08666, 0.16065], [-1.19148, -0.05937, -0.50967], [-0.35038, -1.21803, -0.11416], [0.81347, -0.61859, 0.19909], [-2.28831, -0.27573, -0.27363], [-1.18892, -0.01877, -1.67483], [1.45954, -0.40469, -0.63580], [1.46326, -0.95448, 0.93868]],
  "nbo_charge": [0.007, -0.178, -0.193, 0.014, -0.496, 0.062, 0.213, 0.190, 0.166, 0.215],
  "orbital_gap_ev": [8.50, 8.50],
  "smiles": "[S-][N+]1=NCOC1",
  "total_energy_ha": -661.44800,
  "multiplicity": 1,
  "total_charge": 0,
  "homo_energy_ha": [-0.32941, -0.32942]
}

***

[11]
{
  "formula": "C2H4N2OS",
  "method": "ωB97M-V/def2-TZVPD",
  "symbols": ["H", "N", "C", "S", "C", "N", "O", "H", "H", "H"],
  "xyz": [[0.11947, 2.58712, -0.45999], [0.50381, 1.62791, -0.07729], [-0.24064, 0.68343, 0.21980], [-2.01637, 0.62156, 0.17908], [0.46862, -0.59484, 0.49650], [0.38140, -1.27175, -0.75388], [1.40738, -1.59566, -1.26488], [-2.15812, -0.49927, -0.37010], [1.55730, -0.41174, 0.63587], [-0.02285, -1.14675, 1.39490]],
  "nbo_charge": [0.370, -0.599, 0.144, -0.003, -0.398, 0.129, -0.253, 0.129, 0.234, 0.247],
  "orbital_gap_ev": 9.05,
  "smiles": "[H]/N=C(\\S)CN=O",
  "total_energy_ha": -661.42013,
  "multiplicity": 1,
  "total_charge": 0,
  "homo_energy_ha": -0.34366
}

***

[12]
{
  "formula": "C2H4N2OS",
  "method": "ωB97M-V/def2-TZVPD",
  "symbols": ["C", "C", "N", "N", "O", "S", "H", "H", "H", "H"],
  "xyz": [[-2.95892, 0.36727, 0.18551], [0.51031, -0.43738, -0.45682], [-3.85723, -0.16749, -0.28680], [-1.19232, 1.07954, 0.82453], [0.85508, 2.18776, 0.02457], [-0.14604, 1.29639, -0.51866], [0.42583, -0.72065, 0.54160], [1.48557, -0.80534, -0.93765], [-0.29846, -0.93996, -1.19098], [-1.48350, 1.87036, 1.39920]],
  "nbo_charge": [0.346, -0.848, -0.394, -0.764, -0.926, 1.425, 0.240, 0.267, 0.234, 0.420],
  "orbital_gap_ev": 8.12,
  "total_energy_ha": -661.35338,
  "multiplicity": 1,
  "total_charge": 0,
  "homo_energy_ha": -0.36555
}

***

[13]
{
  "formula": "C2H4N2OS",
  "method": "ωB97M-V/def2-TZVPD",
  "symbols": ["C", "C", "H", "H", "H", "H", "N", "N", "O", "S"],
  "xyz": [[0.10283, 0.44658, -0.78333], [0.13768, -2.18299, 1.37956], [-0.97887, 3.99582, -0.86222], [1.21782, 0.50104, -1.15138], [0.86892, -2.88299, 1.53890], [-0.77699, -2.26276, 1.94290], [-0.77925, 1.32106, -1.04459], [0.62378, -1.27686, 0.59852], [-0.37027, -0.33071, 0.25648], [-0.04565, 2.67181, -1.87484]],
  "nbo_charge": [0.362, -0.111, 0.138, 0.198, 0.185, 0.194, -0.587, -0.113, -0.368, 0.103],
  "orbital_gap_ev": 8.14,
  "total_energy_ha": -661.34426,
  "multiplicity": 1,
  "total_charge": 0,
  "homo_energy_ha": -0.31844
}

***

[14]
{
  "formula": "C2H4N2OS",
  "method": "ωB97M-V/def2-TZVPD",
  "symbols": ["C", "C", "N", "N", "O", "S", "H", "H", "H", "H"],
  "xyz": [[-1.17171, 0.74783, 0.59463], [2.68278, -1.09243, 0.41847], [-1.25835, -0.55615, 0.18458], [-1.17000, 1.55552, -0.47466], [3.20063, -0.64040, -0.50532], [2.09053, -1.82773, 1.59993], [-0.80998, -1.16534, 0.81974], [-1.30653, -0.71613, -0.87559], [-1.07074, 2.51851, -0.35127], [-1.18665, 1.17631, -1.41051]],
  "nbo_charge": [0.336, 0.412, -0.940, -0.932, -0.449, 0.035, 0.389, 0.384, 0.389, 0.377],
  "orbital_gap_ev": [5.47, 8.34],
  "total_energy_ha": -661.37780,
  "multiplicity": 3,
  "s_squared": 2.005,
  "total_charge": 0,
  "homo_energy_ha": [-0.17743, -0.34193]
}

***

[15]
{
  "formula": "C2H4N2OS2",
  "method": "ωB97M-V/def2-TZVPD",
  "symbols": ["C", "C", "H", "H", "H", "H", "N", "N", "O", "S", "S"],
  "xyz": [[-0.67190, -0.26651, 0.34442], [0.62802, 0.12166, -0.23152], [-1.36466, -1.47241, 1.69050], [0.37025, -1.28922, 1.65811], [1.74103, 1.64505, -0.56494], [0.78058, 3.08489, 1.04003], [-0.53007, -0.92014, 1.55442], [0.76375, 1.35108, -0.21692], [-0.00380, 2.44484, 0.26583], [-1.91497, -0.37991, -0.66452], [1.73564, -1.09975, -0.33487]],
  "nbo_charge": [0.013, 0.045, 0.401, 0.408, 0.381, 0.481, -0.779, -0.240, -0.486, -0.024, -0.200],
  "orbital_gap_ev": 7.65,
  "total_energy_ha": -1059.57975,
  "multiplicity": 1,
  "total_charge": 0,
  "homo_energy_ha": -0.31275
}

***

[16]
{
  "formula": "C2H4N2S",
  "method": "ωB97M-V/def2-TZVPD",
  "symbols": ["C", "N", "N", "S", "C", "H", "H", "H", "H"],
  "xyz": [[-0.70866, 0.18946, -0.42950], [-0.30488, -1.11706, 0.24377], [0.84513, -0.55470, 0.91839], [2.06106, 0.16115, -0.31705], [0.58169, 0.73195, 0.33314], [-1.65733, 0.76263, -0.17688], [-0.73141, 0.16212, -1.49240], [-0.35038, -1.94064, -0.35487], [0.26477, 1.60509, 1.27540]],
  "nbo_charge": [-0.261, -0.460, -0.237, 0.202, -0.238, 0.200, 0.197, 0.377, 0.220],
  "orbital_gap_ev": 9.43,
  "smiles": "C1NN2S[C@@H]12",
  "total_energy_ha": -586.14242,
  "multiplicity": 1,
  "total_charge": 0,
  "homo_energy_ha": -0.32908
}

***

[17]
{
  "formula": "C2H4N2S2",
  "method": "ωB97M-V/def2-TZVPD",
  "symbols": ["N", "C", "S", "S", "C", "N", "H", "H", "H", "H"],
  "xyz": [[1.70472, 0.32429, -0.30563], [0.69692, 1.21264, -0.37249], [0.77528, 2.92638, -0.46047], [-1.34395, 2.75765, -0.32811], [-0.86409, 1.10343, 0.08711], [-1.80444, 0.01790, 0.21626], [2.54604, 0.61684, 0.06450], [1.25406, -0.61882, 0.00021], [-1.96564, -0.21869, -0.74554], [-1.24123, -0.72355, 0.55205]],
  "nbo_charge": [-0.809, -0.060, 0.183, 0.163, -0.174, -0.799, 0.389, 0.395, 0.357, 0.355],
  "orbital_gap_ev": 7.02,
  "smiles": "Nc1ssc1N",
  "total_energy_ha": -984.39186,
  "multiplicity": 1,
  "total_charge": 0,
  "homo_energy_ha": -0.25582
}

***

[18]
{
  "formula": "C2H4N2S2",
  "method": "ωB97M-V/def2-TZVPD",
  "symbols": ["C", "C", "H", "H", "H", "H", "N", "N", "S", "S"],
  "xyz": [[-0.75371, -0.10331, -0.02061], [1.70889, -0.88105, 0.01266], [-2.65817, 0.76879, -0.60185], [-1.30276, 2.15550, -0.58918], [0.94240, 1.01034, 1.23879], [1.53948, -1.89010, -0.02125], [-1.58756, 0.86504, -0.21358], [0.56627, 0.02620, 0.44514], [-1.73979, -1.45897, -0.05520], [3.28496, -0.49244, -0.19493]],
  "nbo_charge": [0.260, -0.067, 0.469, 0.333, 0.445, 0.204, -0.758, -0.675, -0.244, 0.032],
  "orbital_gap_ev": 7.68,
  "total_energy_ha": -984.31806,
  "multiplicity": 1,
  "total_charge": 0,
  "homo_energy_ha": -0.30394
}

***

[19]
{
  "formula": "C2H4N2S2",
  "method": "ωB97M-V/def2-TZVPD",
  "symbols": ["H", "N", "C", "N", "S", "C", "S", "H", "H", "H"],
  "xyz": [[1.91935, -1.72698, -1.13663], [1.22722, -1.13530, -1.57492], [0.52067, -0.55731, -0.67074], [-0.36819, 0.44808, -1.05542], [-1.74718, 0.64174, 0.06991], [-0.58131, 0.62906, 1.45965], [0.58825, -0.73671, 1.13236], [-0.47834, 0.50348, -2.07277], [-1.07468, 0.38118, 2.38732], [-0.00579, 1.55276, 1.46125]],
  "nbo_charge": [0.346, -0.703, 0.290, -0.773, 0.398, -0.678, 0.209, 0.427, 0.252, 0.231],
  "orbital_gap_ev": 9.05,
  "smiles": "[H]/N=C1/NSCS1",
  "total_energy_ha": -984.46952,
  "multiplicity": 1,
  "total_charge": 0,
  "homo_energy_ha": -0.32075
}

***

[20]
{
  "formula": "C2H4N2S3",
  "method": "ωB97M-V/def2-TZVPD",
  "symbols": ["C", "N", "N", "S", "H", "H", "S", "C", "S", "H", "H"],
  "xyz": [[2.14855, 0.81032, -0.04646], [1.94406, -0.40782, -0.17617], [1.05455, -1.27007, -0.10228], [0.62403, -2.60840, 0.39903], [1.36049, 1.32938, 0.37636], [2.80525, 1.41019, -0.59102], [-0.94404, 1.06174, 1.14052], [-2.13254, 0.71951, 0.10773], [-2.51633, -0.85104, -0.60394], [-2.68254, 1.47514, -0.48667], [-1.66146, -1.66895, -0.01711]],
  "nbo_charge": [-0.190, -0.081, -0.313, 0.230, 0.176, 0.198, 0.006, -0.472, 0.089, 0.216, 0.140],
  "orbital_gap_ev": 7.02,
  "smiles": "C=NN=S.S=CS",
  "total_energy_ha": -1382.51280,
  "multiplicity": 1,
  "total_charge": 0,
  "homo_energy_ha": -0.29048
}

***

Ordered energy relative to the best compared isomer or geometry (same formula, charge and spin) results: 928.41; 250.88; 596.59; 556.80; 169.61; 317.07; 20.44; 593.96; 202.88; 361.09; 434.26; 609.51; 633.45; 142.55; 429.32; 399.00; 323.00; 516.76; 119.12; 418.23; unit kJ/mol.